Computed, not measured: 9 unconnected molecules or ions with the total composition C37H97N7O17 at a distorted geometry, with ωB97M-V/def2-TZVPD.

Positions of all 158 atoms, in Å:
C -12.1071 11.6758 19.6129
O -12.0258 13.1584 19.7048
C -12.6427 13.6060 18.4623
C -12.8270 15.1154 18.4411
N -11.5974 15.8115 18.1471
C -11.6288 17.3118 18.1118
C -10.2172 18.0024 17.7914
O -9.4904 18.2469 19.0035
C -8.4065 17.3734 19.1550
H -11.7406 11.2486 20.5464
H -11.4090 11.3246 18.8531
H -13.0980 11.2878 19.3771
H -13.5922 13.0863 18.3339
H -11.9206 13.3810 17.6774
H -13.3748 15.5890 19.2558
H -13.4107 15.3380 17.5479
H -10.7705 15.4880 18.6284
H -11.8688 17.6555 19.1179
H -12.4339 17.5951 17.4339
H -10.4114 19.0361 17.5053
H -9.7722 17.6313 16.8682
H -7.6792 17.6970 18.4104
H -8.6860 16.3214 19.0978
H -7.7719 17.4640 20.0366
C 7.2952 11.6030 21.7623
O 7.5542 12.0376 23.0985
C 6.8199 11.3485 24.0864
C 5.2723 11.5033 24.0785
N 4.7016 12.8111 24.3899
C 3.2981 12.7657 24.0346
C 2.6541 14.2004 24.2406
O 1.3371 14.2051 24.7916
C 0.4964 15.2793 24.8221
H 6.4339 10.9392 21.6879
H 8.0821 11.0132 21.2923
H 7.0456 12.4145 21.0788
H 7.2314 11.6541 25.0483
H 7.1521 10.3219 23.9321
H 4.8268 10.7889 24.7709
H 4.9456 11.3308 23.0530
H 5.1901 13.6359 24.7079
H 2.7316 12.0931 24.6787
H 3.1709 12.4096 23.0123
H 2.6554 14.6379 23.2423
H 3.2703 14.7227 24.9724
H -0.5294 14.9109 24.8320
H 0.6782 15.8744 23.9272
H 0.8134 15.9009 25.6595
C -2.1488 10.6802 24.5856
O -3.3927 9.9478 24.6097
C -4.1718 9.9858 23.4118
C -5.6154 10.1650 23.6770
N -6.1697 8.9826 24.4257
C -7.5446 9.2328 25.0680
C -8.6179 9.8256 24.0880
O -9.7691 10.0975 24.9364
C -10.6918 11.0540 24.3977
H -1.5591 10.4076 23.7103
H -1.5565 10.5077 25.4842
H -2.4893 11.7126 24.5059
H -3.9760 9.1037 22.8022
H -3.8229 10.8283 22.8147
H -6.3378 10.1180 22.8621
H -5.7573 11.0354 24.3175
H -5.4565 8.6690 25.0684
H -7.4832 9.9185 25.9130
H -7.9388 8.2494 25.3244
H -8.7564 9.0840 23.3012
H -8.2776 10.7100 23.5494
H -10.2017 11.9356 23.9846
H -11.0802 11.4665 25.3289
H -11.6249 10.6305 24.0261
C -6.7287 18.0141 31.0128
O -7.4151 18.8201 31.9384
C -7.1980 20.2815 31.8115
C -8.4450 21.0680 32.3780
N -8.1787 21.8862 33.5578
C -7.2338 22.9210 33.3707
C -7.1282 23.6933 34.7059
O -6.4175 24.9075 34.3744
C -6.3862 25.9518 35.3932
H -5.7800 18.4280 30.6711
H -7.1723 17.8977 30.0240
H -6.7166 17.0242 31.4690
H -6.9250 20.6094 30.8085
H -6.3193 20.5947 32.3754
H -9.2377 20.4004 32.7157
H -8.9261 21.7311 31.6590
H -8.7868 21.8514 34.3635
H -7.5337 23.6053 32.5770
H -6.2109 22.5641 33.2507
H -6.6539 23.1929 35.5502
H -8.0254 24.0753 35.1930
H -7.3832 26.3896 35.3447
H -5.6374 26.6828 35.0883
H -6.0661 25.7474 36.4148
C -8.8838 20.6151 25.5423
O -9.2467 21.8206 26.1588
C -9.0533 22.8832 25.2479
C -10.4400 23.5769 25.2354
N -10.9694 23.8012 26.5244
C -10.6565 25.1157 27.0407
C -11.3893 25.3692 28.3484
O -10.6596 26.2632 29.2282
C -11.0543 26.4061 30.5548
H -9.5504 19.8339 25.9078
H -7.9476 20.3164 26.0138
H -8.6280 20.5440 24.4851
H -8.8486 22.4718 24.2595
H -8.2720 23.5838 25.5428
H -11.1957 23.1531 24.5741
H -10.2723 24.4699 24.6334
H -10.4186 23.0685 26.9485
H -10.6320 25.9627 26.3552
H -9.5911 25.0751 27.2672
H -11.4513 24.4018 28.8469
H -12.3198 25.8728 28.0863
H -10.1711 26.6576 31.1421
H -11.5756 25.5430 30.9688
H -11.7763 27.2202 30.6193
N -6.2182 15.6718 24.5275
C -7.2985 15.0660 24.1132
N -7.3067 15.0811 22.8178
O -8.1458 14.6903 24.8610
H -5.5166 15.8478 23.8226
H -6.0662 15.8491 25.5101
H -6.4184 15.3590 22.4256
H -8.0257 14.6634 22.2446
O -1.9135 13.1608 19.8099
C -1.8310 14.5852 19.7559
C -3.1090 15.3776 19.9488
O -3.3668 15.3103 21.3816
H -1.5031 12.6823 19.0860
H -0.9559 14.8300 20.3578
H -1.4328 14.8614 18.7795
H -3.9003 14.9815 19.3124
H -3.0960 16.4232 19.6410
H -3.1085 14.3990 21.5380
O -10.7227 12.2710 28.5626
C -10.0620 11.2506 29.2487
C -11.0670 10.1974 29.5890
O -11.5247 9.4300 28.5913
H -10.2404 12.5062 27.7666
H -9.2096 10.8736 28.6835
H -9.6578 11.7529 30.1277
H -11.8265 10.6336 30.2377
H -10.6344 9.4300 30.2309
H -11.0947 9.5374 27.7397
O -6.3722 10.6768 18.2084
C -6.7776 12.0751 18.4536
C -8.3217 12.0438 18.7304
O -8.8436 13.2432 19.1914
H -6.6056 10.3315 17.3436
H -6.3671 12.4684 19.3836
H -6.2829 12.6338 17.6591
H -8.6484 11.3179 19.4750
H -8.8958 11.8710 17.8201
H -9.7723 13.2032 19.4314

Results
SMILES string ... COCCNCCOC.COCCNCCOC.COCCNCCOC.COCCNCCOC.COCCNCCOC.NC(N)=O.OCCO.OCCO.OCCO
E_HOMO ... -8.17 eV
E ... -3129.7151 hartree
ΔE to the lowest compared entry with this formula, charge and spin ... 697.9 kJ/mol
Net charge ... 0


Computed, not measured: 5 unconnected molecules or ions with the total composition C38H100N13O7P4 at a distorted geometry, with ωB97M-V/def2-TZVPD.

Positions of all 162 atoms, in Å:
C 1.2938 -2.2318 1.1513
C 2.2629 -1.2030 1.7308
C 2.3751 -0.0077 0.7966
O 3.3814 0.9253 1.0873
C 3.4589 1.2958 2.4674
C 4.0304 2.7109 2.6420
C 5.0585 3.0573 1.5675
C 6.5221 2.6687 1.8598
C 6.7865 1.1684 1.9861
C 7.9244 0.9137 3.0068
C 8.7096 -0.3889 2.7613
O 8.7673 -1.2203 3.9099
C 7.4919 -1.7643 4.2242
N 4.7309 2.6832 3.9596
C 3.7817 2.2700 5.0216
C 5.1154 3.9956 4.3520
C 6.2357 4.0122 5.3740
O 4.6450 5.0250 3.9198
H 1.6368 -2.6479 0.2058
H 1.1343 -3.0544 1.8462
H 0.3104 -1.7901 0.9841
H 1.7982 -0.8557 2.6537
H 3.2182 -1.6701 1.9570
H 2.6081 -0.3950 -0.2010
H 1.4064 0.5060 0.7078
H 2.4342 1.2928 2.8606
H 4.0420 0.5078 2.9954
H 5.0571 4.1494 1.4716
H 4.8006 2.6757 0.5829
H 6.9372 3.1839 2.7250
H 7.1254 3.0239 1.0125
H 7.1000 0.7168 1.0434
H 5.9235 0.6244 2.3604
H 7.5119 0.9826 4.0114
H 8.6084 1.7569 2.8872
H 8.2261 -0.9242 1.9378
H 9.7192 -0.1206 2.4615
H 6.7647 -1.5923 3.4330
H 7.1296 -1.2837 5.1340
H 7.6237 -2.8275 4.4181
H 2.8001 2.6631 4.7300
H 4.0351 2.7561 5.9658
H 3.7616 1.1925 5.1523
H 6.0022 4.6507 6.2244
H 6.3832 3.0017 5.7552
H 7.1735 4.2965 4.9032
O -0.1095 -4.9178 -0.2710
P -1.3422 -5.5100 -0.8782
N -1.9554 -6.5046 0.3809
C -1.2425 -7.6966 0.8029
C -2.3955 -5.7130 1.5237
N -0.6465 -6.3646 -2.1877
C -0.8454 -7.7681 -2.4604
C 0.6990 -5.9564 -2.5815
N -2.8959 -5.3932 -1.7128
C -3.3010 -4.0035 -1.9765
C -4.0591 -6.1779 -1.3366
H -1.8612 -8.2470 1.5157
H -0.2744 -7.4795 1.2737
H -1.0813 -8.3760 -0.0313
H -3.1724 -5.0038 1.2165
H -1.5727 -5.1400 1.9691
H -2.8371 -6.3464 2.2918
H -0.2048 -8.4062 -1.8380
H -0.6031 -7.9831 -3.5052
H -1.8855 -8.0715 -2.3277
H 1.4742 -6.3946 -1.9410
H 0.8035 -4.8764 -2.5509
H 0.8815 -6.2675 -3.6131
H -3.6311 -3.4897 -1.0650
H -4.1098 -3.9681 -2.7080
H -2.4613 -3.4403 -2.3933
H -4.5499 -5.8265 -0.4195
H -3.8160 -7.2277 -1.2089
H -4.7808 -6.1094 -2.1565
O 3.1890 5.3767 0.2940
P 2.0246 6.2457 -0.0318
N 2.1628 6.3362 -1.7592
C 3.2854 7.0128 -2.3776
C 1.9083 5.0478 -2.3781
N 2.4974 7.6466 0.8255
C 2.6855 8.9456 0.2364
C 3.4213 7.3969 1.9389
N 0.3214 6.7416 -0.0458
C -0.5484 5.7974 0.6709
C -0.3572 7.2287 -1.2305
H 3.1208 7.0674 -3.4582
H 4.2470 6.5140 -2.1939
H 3.3572 8.0448 -2.0398
H 0.9027 4.6947 -2.1166
H 2.6274 4.2838 -2.0547
H 1.9462 5.1255 -3.4678
H 3.6634 9.0411 -0.2575
H 2.6362 9.7184 1.0103
H 1.8997 9.1932 -0.4819
H 4.4552 7.2709 1.5991
H 3.1355 6.5047 2.4880
H 3.3860 8.2291 2.6480
H -0.7032 4.8678 0.1078
H -1.5229 6.2465 0.8752
H -0.1025 5.5336 1.6336
H -0.6069 6.4386 -1.9531
H 0.2219 7.9879 -1.7469
H -1.2919 7.6992 -0.9078
O -5.3347 -5.7050 3.4215
P -6.7547 -5.4185 3.8061
N -6.7527 -3.7118 4.0133
C -6.0185 -3.0997 5.1097
C -6.5107 -3.0147 2.7578
N -6.8559 -6.3141 5.2575
C -7.2776 -5.7816 6.5334
C -5.8434 -7.3488 5.4502
N -8.5026 -5.5168 3.5650
C -8.8719 -6.2280 2.3310
C -9.3967 -4.3887 3.7645
H -6.2484 -2.0327 5.1408
H -4.9313 -3.2211 5.0247
H -6.3413 -3.4965 6.0690
H -7.2786 -3.2814 2.0216
H -5.5321 -3.2610 2.3279
H -6.5667 -1.9359 2.9032
H -6.4702 -5.2420 7.0432
H -7.5922 -6.5962 7.1913
H -8.1427 -5.1229 6.4409
H -4.8941 -6.9424 5.8197
H -5.6486 -7.8808 4.5241
H -6.2123 -8.0828 6.1704
H -8.6761 -5.6286 1.4336
H -9.9282 -6.5006 2.3428
H -8.2978 -7.1554 2.2469
H -9.3518 -3.6434 2.9605
H -9.2080 -3.8833 4.7058
H -10.4168 -4.7815 3.8063
O -1.8636 0.8802 -7.0072
P -0.9537 2.0705 -7.0672
N -2.0569 3.3921 -7.0009
C -2.9634 3.6529 -8.1042
C -2.7439 3.4591 -5.7193
N -0.2296 1.8087 -8.5953
C -0.1989 2.7712 -9.6712
C -0.3170 0.4535 -9.1292
N 0.4219 3.0278 -6.5259
C 1.1170 2.4369 -5.3675
C 0.3790 4.4735 -6.3778
H -3.4807 4.5987 -7.9258
H -3.7146 2.8638 -8.2450
H -2.4197 3.7884 -9.0365
H -2.0180 3.5626 -4.9047
H -3.3450 2.5628 -5.5228
H -3.3949 4.3332 -5.6809
H -1.1407 2.7919 -10.2354
H 0.5980 2.5179 -10.3759
H 0.0261 3.7786 -9.3175
H -1.2856 0.2515 -9.6041
H -0.1606 -0.2839 -8.3482
H 0.4722 0.3078 -9.8708
H 0.5329 2.5544 -4.4479
H 2.0952 2.8950 -5.2200
H 1.2838 1.3683 -5.5301
H -0.1694 4.8098 -5.4890
H -0.0534 4.9582 -7.2474
H 1.4112 4.8239 -6.2904

Results
E_HOMO ... -1.02 eV
E ... -4111.5407 hartree
Net charge ... -1


Computed, not measured: 11 unconnected molecules or ions with the total composition C38H103N5O20 at a distorted geometry, with ωB97M-V/def2-TZVPD.

Positions of all 166 atoms, in Å:
C -14.2431 -0.6938 23.6128
O -14.0812 -1.1171 22.2927
C -12.7455 -1.0941 21.8252
C -12.6296 -1.1359 20.3393
N -13.0969 0.0697 19.7200
C -12.8184 0.2460 18.2983
C -13.6487 1.3130 17.6162
O -14.9779 0.8533 17.4633
C -15.8707 1.8521 17.0041
H -14.6329 0.3388 23.5858
H -13.3309 -0.5561 24.2119
H -14.9275 -1.3737 24.1022
H -12.1910 -1.9493 22.2492
H -12.2081 -0.1742 22.1263
H -13.2170 -2.0197 20.0038
H -11.5782 -1.3605 20.1509
H -14.0662 0.2467 19.9533
H -12.8838 -0.7050 17.7153
H -11.7371 0.4601 18.2151
H -13.1182 1.5068 16.6621
H -13.5912 2.2633 18.1726
H -15.7707 2.0103 15.9219
H -15.7404 2.7730 17.5899
H -16.8982 1.5295 17.1892
C -18.4179 -1.3061 14.9700
O -17.4750 -2.1634 14.3420
C -17.0561 -1.6886 13.0842
C -15.9280 -2.5806 12.5929
N -16.4120 -3.7497 11.8793
C -15.3066 -4.4970 11.2751
C -15.8314 -5.4743 10.2269
O -16.8673 -6.2516 10.7601
C -17.1255 -7.3634 9.9667
H -18.0992 -0.2627 14.8247
H -18.4173 -1.5004 16.0412
H -19.4370 -1.4468 14.5857
H -16.7463 -0.6387 12.9850
H -17.9449 -1.8047 12.4300
H -15.4735 -2.9975 13.4991
H -15.1942 -1.9755 12.0294
H -17.0796 -3.5534 11.1434
H -14.7116 -5.0373 12.0063
H -14.6869 -3.7610 10.7314
H -14.9742 -6.1397 9.9686
H -16.0578 -5.0244 9.2455
H -18.0966 -7.8170 10.0998
H -16.3550 -8.1577 10.1250
H -16.9293 -7.1839 8.8897
C -4.0468 -1.5630 11.8259
O -4.7891 -1.5904 10.6979
C -6.1102 -1.9452 10.8764
C -6.9283 -0.8534 11.5655
N -8.3232 -1.2058 11.6302
C -8.9492 -1.3156 10.2891
C -10.4284 -1.3843 10.4059
O -10.8694 -0.3266 11.2266
C -12.2125 -0.3310 11.5624
H -3.0062 -1.7980 11.5851
H -4.3958 -2.3176 12.5415
H -3.9843 -0.5867 12.3249
H -6.1843 -2.9198 11.3927
H -6.5249 -2.1866 9.8945
H -6.7885 0.0775 10.9918
H -6.5293 -0.7623 12.5765
H -8.8655 -0.5004 12.1273
H -8.5567 -2.2707 9.9512
H -8.6287 -0.4418 9.7069
H -10.7481 -2.3072 10.9116
H -10.9300 -1.3618 9.4293
H -12.6350 -1.2696 11.9485
H -12.8555 0.0108 10.7373
H -12.3156 0.3892 12.3724
C -19.4732 0.8920 11.9468
O -20.2469 2.0172 11.8051
C -20.0182 2.8533 12.8312
C -18.6878 3.5609 12.6922
N -18.4099 4.4254 13.7735
C -19.2173 5.5588 14.0986
C -19.0511 6.7273 13.1707
O -19.7153 6.4287 11.9157
C -19.6714 7.4796 10.9624
H -19.7589 0.1525 11.1942
H -19.8602 0.3504 12.8283
H -18.4057 1.0720 11.9886
H -20.0998 2.3694 13.8140
H -20.7892 3.6266 12.8436
H -18.7130 4.0459 11.7041
H -17.8453 2.8653 12.6431
H -17.5435 4.3400 14.2465
H -18.8250 5.8979 15.0658
H -20.2691 5.3196 14.2689
H -17.9735 6.9484 13.0780
H -19.6101 7.6115 13.5471
H -20.5285 7.4139 10.2979
H -18.7019 7.4493 10.4500
H -19.7898 8.4644 11.4572
C -9.1874 7.5469 12.4753
O -9.3722 6.3149 11.7851
C -10.7189 6.1194 11.4436
C -10.8571 4.8707 10.5736
N -12.2423 4.6346 10.2263
C -12.3730 3.2566 9.7345
C -11.8631 2.9289 8.3476
O -10.4625 2.9746 8.1089
C -9.6821 1.9870 8.7254
H -8.1629 7.5463 12.8380
H -9.8336 7.5527 13.3716
H -9.4128 8.4092 11.8416
H -11.1312 7.0382 10.9866
H -11.2860 5.9621 12.3856
H -10.5414 4.0585 11.2321
H -10.2206 5.0034 9.6962
H -12.4755 5.2157 9.4151
H -13.4613 3.0887 9.6779
H -12.1655 2.4889 10.4909
H -12.3075 3.6503 7.6513
H -12.1991 1.9286 8.0155
H -10.0377 0.9672 8.5039
H -9.6978 2.1302 9.8095
H -8.6852 2.0547 8.3028
O -15.1889 0.8371 13.4177
C -14.9552 2.2187 13.1530
C -13.5061 2.6082 13.4556
O -13.2323 3.9639 13.0649
H -14.5647 0.5563 14.0997
H -15.0946 2.5363 12.1206
H -15.6365 2.8168 13.7777
H -12.7662 1.9694 12.9133
H -13.2048 2.4526 14.5084
H -13.4319 4.1429 12.1377
O -9.8708 5.9131 17.3836
C -10.8746 6.0408 16.3815
C -11.3734 4.6603 16.1037
O -11.7061 3.9217 17.2115
H -9.7672 6.7708 17.8102
H -11.7221 6.6055 16.7977
H -10.5506 6.5851 15.4947
H -10.7291 4.1129 15.4031
H -12.3237 4.6867 15.5578
H -10.9963 4.0567 17.8624
O -15.4256 4.4631 10.6552
C -16.0767 5.6549 10.9549
C -15.2306 6.6573 11.6825
O -14.0312 7.0531 10.9615
H -15.1110 4.4098 9.7281
H -16.3698 6.2021 10.0394
H -17.0256 5.3794 11.4107
H -14.7764 6.2467 12.6091
H -15.7271 7.5651 12.0172
H -13.4588 6.2905 10.7805
O -16.4712 2.0180 9.6442
C -16.9764 2.4169 8.3979
C -15.8885 2.7351 7.4018
O -15.3466 4.0249 7.7181
H -16.0804 2.8225 10.0786
H -17.5061 1.5284 8.0297
H -17.7200 3.2128 8.4737
H -16.2838 2.6994 6.3848
H -15.1381 1.9431 7.4862
H -15.2562 4.5738 6.9353
O -11.8121 -1.0450 15.0001
H -11.0471 -1.5065 15.3806
H -12.3960 -1.7539 14.6884
O -9.6952 0.7044 13.9413
H -10.3610 1.2394 14.3908
H -10.0694 -0.1891 13.9327

Results
SMILES string ... COCCNCCOC.COCCNCCOC.COCCNCCOC.COCCNCCOC.COCCNCCOC.OCCO.OCCO.OCCO.OCCO.O.O
E_HOMO ... -8.29 eV
E ... -3287.8284 hartree
ΔE to the lowest compared entry with this formula, charge and spin ... 142.7 kJ/mol
Net charge ... 0


no.,HOMO-LUMO gap (eV)
1,8.298
2,2.551
3,8.502